[1]
The following is a quantum chemistry calculation of the molecule C7H10S in a non-equilibrium geometry, from the Open Molecules 2025 dataset.

Structure (XYZ):
```
18
C7H10S (ωB97M-V with the def2-TZVPD basis set)
C 2.9246 0.0670 -0.1186
C 1.6150 -0.1855 -0.3134
C 0.6029 -0.4208 0.7040
S -0.2267 -1.9650 0.1538
C -1.7647 -1.0297 -0.3458
C -1.1559 0.3090 -0.5362
C -1.2526 1.4998 0.1736
C -0.4768 0.4283 0.7632
H 3.7341 0.0973 -0.9258
H 3.1554 0.0003 0.8956
H 1.3114 -0.1596 -1.3375
H 0.9568 -0.6134 1.7403
H -2.0543 -1.5094 -1.2157
H -2.5313 -1.2662 0.3314
H -0.4876 0.2486 -1.4833
H -0.9756 2.5350 -0.4835
H -2.1915 1.8268 0.5809
H -1.1830 0.1375 1.4169
```

Properties
SMILES: C=C[C@@H]1SC[C@H]2C[C@@H]21
Relative energy (zero: lowest compared OMol25 entry of this formula, charge and spin) in kJ/mol: 516.77
Net charge: 0
Gap between HOMO and LUMO in eV: 9.47


[2]
The following is a quantum chemistry calculation of the molecule C4H10N2O in a non-equilibrium geometry, from the Open Molecules 2025 dataset.

Structure (XYZ):
```
17
C4H10N2O (ωB97M-V with the def2-TZVPD basis set)
C -0.1406 1.0223 1.2343
C -0.1741 -0.2280 0.3914
C -1.2819 -0.5666 -0.3234
N -2.5716 -0.0988 -0.0913
N 1.0054 -1.0056 0.4022
C 1.5807 -0.0426 -0.9482
O 2.8609 0.1888 -0.5370
H -0.4335 1.9115 0.6694
H -0.8114 0.9206 2.0926
H 0.8652 1.2014 1.6229
H -1.2674 -1.4742 -0.9216
H -2.7068 0.8762 -0.3378
H -3.2758 -0.6120 -0.6137
H 0.8046 -1.9496 0.0716
H 1.4608 -0.7722 -1.7476
H 1.1597 0.9052 -1.2830
H 2.9259 -0.2764 0.3193
```

Properties
SMILES: C/C(=C\N)NCO
Relative energy (zero: lowest compared OMol25 entry of this formula, charge and spin) in kJ/mol: 374.03
Net charge: 0
Gap between HOMO and LUMO in eV: 8.28


[3]
The following is a quantum chemistry calculation of a cluster of 8 separate species, C56H52ClFN3O14 in total in a non-equilibrium geometry, from the Open Molecules 2025 dataset.

Structure (XYZ):
```
127
C56H52ClFN3O14 (ωB97M-V with the def2-TZVPD basis set)
C -1.9583 -0.2234 0.3545
C -0.5939 0.5936 -0.1180
C -0.5361 0.8464 -1.7649
C 0.7971 -0.0148 0.5017
C 1.1731 -1.5327 0.0091
C 0.4380 -2.3878 -1.1810
C 0.9556 -3.8900 -1.5898
Cl 0.1906 -4.9235 -2.9458
N 2.1436 -4.4869 -0.8468
F 2.5531 -5.7330 -1.1971
C 2.8804 -3.8024 0.2982
N 4.0268 -4.5476 0.9463
C 2.4416 -2.2718 0.8102
C 3.2515 -1.5372 2.0735
C 3.3515 -2.5257 3.3995
C 2.5835 -1.9080 4.7337
C 3.5873 -2.2742 6.0177
C 2.9392 -1.8593 7.4780
N 3.8533 -2.5123 8.5332
H -2.9394 0.1730 -0.1981
H -2.1379 0.0478 1.5032
H -1.8579 -1.3902 0.2850
H -0.7139 1.6867 0.3468
H 0.4556 0.4651 -2.2562
H -0.7817 1.9746 -1.9793
H -1.4345 0.2004 -2.2103
H 0.6611 -0.0104 1.6876
H 1.7514 0.6613 0.2963
H -0.4763 -1.9430 -1.7602
H 4.5904 -5.1041 0.2668
H 4.6954 -3.7857 1.2708
H 2.7400 -0.5472 2.4324
H 4.3658 -1.2531 1.7585
H 2.9118 -3.6143 3.1932
H 4.4915 -2.7136 3.6932
H 2.3479 -0.7641 4.6576
H 1.5996 -2.5537 4.9332
H 4.6250 -1.7494 5.8100
H 3.7190 -3.4569 6.0473
H 3.0199 -0.6849 7.6270
H 1.8387 -2.2552 7.5916
H 4.5767 -1.8048 8.8354
H 3.2704 -2.6839 9.3825
C 1.2061 -6.4382 -6.2225
C 2.1071 -5.4511 -6.2126
C 3.0396 -5.2537 -7.3399
O 3.8660 -4.3517 -7.3308
C 2.9368 -6.1879 -8.4785
C 2.0358 -7.1750 -8.4884
C 1.1033 -7.3724 -7.3611
O 0.2770 -8.2744 -7.3702
H 0.5153 -6.5973 -5.4035
H 2.1946 -4.7572 -5.3852
H 3.6276 -6.0288 -9.2975
H 1.9484 -7.8690 -9.3158
C -1.1000 -4.2863 -11.1132
C -1.1417 -4.1037 -12.4365
C 0.0096 -3.5399 -13.1686
O -0.0284 -3.3706 -14.3796
C 1.2085 -3.1873 -12.3824
C 1.2501 -3.3699 -11.0590
C 0.0989 -3.9337 -10.3269
O 0.1368 -4.1030 -9.1160
H -1.9358 -4.6980 -10.5608
H -2.0134 -4.3579 -13.0275
H 2.0443 -2.7756 -12.9348
H 2.1218 -3.1156 -10.4681
C 3.9183 2.5989 -4.6850
C 4.4286 2.1238 -5.8253
C 3.6006 1.3502 -6.7714
O 4.0673 0.9133 -7.8144
C 2.1873 1.1233 -6.4095
C 1.6770 1.5984 -5.2691
C 2.5051 2.3720 -4.3231
O 2.0384 2.8089 -3.2801
H 4.5121 3.1676 -3.9797
H 5.4631 2.2823 -6.1054
H 1.5936 0.5546 -7.1147
H 0.6425 1.4398 -4.9891
C -1.9791 7.2696 -3.3715
C -2.3242 6.0181 -3.0536
C -1.4161 4.8836 -3.3131
O -1.7320 3.7376 -3.0243
C -0.1118 5.1856 -3.9357
C 0.2333 6.4371 -4.2536
C -0.6749 7.5716 -3.9941
O -0.3590 8.7176 -4.2829
H -2.6337 8.1130 -3.1886
H -3.2769 5.7803 -2.5958
H 0.5427 4.3422 -4.1186
H 1.1860 6.6748 -4.7114
C -4.1918 -2.5280 5.7501
C -2.9526 -2.3099 6.2009
C -2.1407 -1.1851 5.6962
O -1.0057 -0.9860 6.1068
C -2.7514 -0.3102 4.6757
C -3.9906 -0.5283 4.2249
C -4.8025 -1.6531 4.7296
O -5.9375 -1.8522 4.3190
H -4.8005 -3.3488 6.1092
H -2.4909 -2.9422 6.9498
H -2.1427 0.5106 4.3166
H -4.4523 0.1040 3.4760
C -1.3943 5.8731 4.4983
C -1.6479 4.7189 3.8740
C -2.1564 3.5451 4.6107
O -2.3868 2.4876 4.0404
C -2.3752 3.6966 6.0629
C -2.1216 4.8508 6.6872
C -1.6132 6.0246 5.9505
O -1.3827 7.0821 6.5208
H -1.0204 6.7435 3.9730
H -1.4932 4.5921 2.8092
H -2.7491 2.8263 6.5882
H -2.2763 4.9776 7.7520
C -4.1225 5.8113 9.7843
C -5.2642 6.3391 10.2363
C -6.2861 5.5030 10.8964
O -7.3323 5.9849 11.3086
C -5.9970 4.0622 11.0391
C -4.8553 3.5344 10.5871
C -3.8333 4.3705 9.9270
O -2.7872 3.8886 9.5148
H -3.3628 6.4103 9.2972
H -5.4907 7.3942 10.1399
H -6.7567 3.4632 11.5262
H -4.6287 2.4794 10.6835
```

Properties
Relative energy (zero: lowest compared OMol25 entry of this formula, charge and spin) in kJ/mol: 1061.72
Net charge: +1
Gap between HOMO and LUMO in eV: 6.50


[4]
The following is a quantum chemistry calculation of a structure of composition C23H19AuN6O in a non-equilibrium geometry, from the Open Molecules 2025 dataset.

Structure (XYZ):
```
50
C23H19AuN6O (ωB97M-V with the def2-TZVPD basis set)
Au -0.7015 0.9013 0.1103
C 3.8084 -2.1708 -0.4425
C 3.7664 -1.1843 -1.4192
C 2.9844 -0.0572 -1.2455
C 2.2216 0.0890 -0.0809
C 2.2672 -0.9093 0.8988
C 3.0598 -2.0256 0.7210
N 1.3518 1.1779 0.0971
C 1.6872 2.4608 -0.1639
C 3.0194 2.9296 -0.2011
C 3.2580 4.2713 -0.3355
C 2.1989 5.2002 -0.4648
C 0.8916 4.7853 -0.4384
C 0.6267 3.4205 -0.2776
N -0.6162 2.8726 -0.2914
N -1.7194 3.5190 -0.3155
C -2.8419 2.7652 -0.2818
C -4.0912 3.3216 -0.5571
C -5.2166 2.5256 -0.4823
C -5.0918 1.1838 -0.1280
C -3.8333 0.6785 0.1250
N -2.7354 1.4362 0.0585
H 4.4296 -3.0442 -0.5853
H 4.3374 -1.3023 -2.3303
H 2.9200 0.6928 -2.0248
H 1.7153 -0.7574 1.8190
H 3.1136 -2.7795 1.4953
H 3.8330 2.2321 -0.0674
H 4.2793 4.6269 -0.3239
H 2.4192 6.2533 -0.5704
H 0.0760 5.4856 -0.5468
H -4.1350 4.3624 -0.8435
H -6.1918 2.9391 -0.7010
H -5.9529 0.5371 -0.0492
H -3.6869 -0.3574 0.4017
N -0.6880 -6.1664 1.5630
C -0.6681 -5.4798 0.4071
O -0.5655 -5.9909 -0.6855
C -0.7593 -3.9618 0.4832
C -0.8408 -3.1973 1.6416
C -0.8721 -1.8208 1.5357
N -0.8288 -1.1951 0.3541
C -0.7749 -1.9260 -0.7734
C -0.7415 -3.2998 -0.7420
H -0.6349 -7.1712 1.5004
H -0.8218 -5.7600 2.4696
H -0.8741 -3.6395 2.6270
H -0.9358 -1.2022 2.4217
H -0.7518 -1.3842 -1.7104
H -0.6934 -3.8846 -1.6505
```

Properties
Net charge: +2
Gap between HOMO and LUMO (alpha / beta) in eV: 5.27 / 5.71


| no. | DFT total energy (hartree) |
| --- | --- |
| 1 | -670.7067 |
| 2 | -343.0590 |
| 3 | -3941.8338 |
| 4 | -1426.7431 |